Entry 1:
{"formula": "C2H2FI2NO3S", "method": "ωB97M-V/def2-TZVPD", "species": ["O", "C", "I", "C", "N", "I", "S", "O", "O", "F", "H", "H"], "coordinates": [[-2.91, -0.79, 0.07], [-1.67, -0.56, -0.45], [-1.62, 0.46, -2.38], [-0.41, -1.02, 0.47], [0.94, -0.48, 0.12], [1.81, -1.28, -1.54], [1.14, 1.22, 0.31], [1.79, 1.44, 1.73], [2.19, 1.76, -0.73], [-0.28, 2.18, 0.30], [-0.33, -2.21, 0.51], [-0.65, -0.71, 1.60]], "spin_multiplicity": 1, "homo_lumo_gap_ev": 8.13, "homo_energy_ev": -10.18}


Entry 2:
{"formula": "C39H39F13O39", "method": "ωB97M-V/def2-TZVPD", "species": ["C", "C", "O", "C", "O", "O", "F", "H", "H", "H", "C", "C", "O", "C", "O", "O", "F", "H", "H", "H", "C", "C", "O", "C", "O", "O", "F", "H", "H", "H", "C", "C", "O", "C", "O", "O", "F", "H", "H", "H", "C", "C", "O", "C", "O", "O", "F", "H", "H", "H", "C", "C", "O", "C", "O", "O", "F", "H", "H", "H", "C", "C", "O", "C", "O", "O", "F", "H", "H", "H", "C", "C", "O", "C", "O", "O", "F", "H", "H", "H", "C", "C", "O", "C", "O", "O", "F", "H", "H", "H", "C", "C", "O", "C", "O", "O", "F", "H", "H", "H", "C", "C", "O", "C", "O", "O", "F", "H", "H", "H", "C", "C", "O", "C", "O", "O", "F", "H", "H", "H", "C", "C", "O", "C", "O", "O", "F", "H", "H", "H"], "coordinates": [[-3.31, -14.36, -13.26], [-3.94, -15.24, -14.36], [-3.68, -16.50, -13.84], [-3.49, -16.48, -12.45], [-3.37, -17.51, -11.86], [-3.20, -15.21, -12.06], [-3.29, -14.92, -15.48], [-3.87, -13.45, -13.04], [-2.31, -14.00, -13.51], [-5.01, -15.06, -14.46], [-0.42, -25.37, -10.64], [-1.01, -24.05, -10.04], [0.18, -23.57, -9.52], [1.27, -24.11, -10.18], [2.37, -23.70, -10.00], [0.88, -25.01, -10.99], [-1.95, -24.18, -9.07], [-1.08, -25.70, -11.44], [-0.38, -26.13, -9.85], [-1.48, -23.40, -10.77], [-2.70, -19.64, -4.88], [-1.55, -19.23, -5.69], [-0.43, -19.62, -4.85], [-0.76, -20.58, -3.99], [-0.05, -21.27, -3.27], [-2.13, -20.84, -4.18], [-1.55, -18.00, -6.15], [-3.51, -20.06, -5.47], [-3.01, -18.85, -4.20], [-1.29, -19.91, -6.50], [3.63, -21.98, -13.10], [2.96, -21.32, -14.36], [1.63, -21.41, -13.84], [1.60, -21.14, -12.47], [0.67, -20.66, -11.93], [2.85, -21.53, -11.99], [3.00, -22.20, -15.36], [4.69, -21.90, -12.88], [3.28, -23.01, -13.20], [3.27, -20.30, -14.58], [-1.82, -20.88, -15.42], [-1.94, -20.42, -13.96], [-3.35, -20.40, -13.74], [-3.94, -20.25, -14.98], [-5.09, -19.98, -15.13], [-2.99, -20.41, -15.96], [-1.41, -19.22, -13.82], [-1.76, -21.97, -15.47], [-0.98, -20.65, -16.07], [-1.39, -21.04, -13.24], [3.12, -20.63, -8.62], [1.59, -20.56, -8.22], [1.43, -21.65, -7.24], [2.50, -22.23, -7.02], [2.66, -23.17, -6.29], [3.41, -21.86, -7.96], [0.83, -20.82, -9.29], [3.63, -19.79, -8.16], [3.30, -20.74, -9.69], [1.27, -19.57, -7.87], [-1.93, -24.03, -5.34], [-0.44, -23.80, -5.11], [0.20, -24.74, -5.99], [-0.66, -25.65, -6.35], [-0.53, -26.47, -7.27], [-1.94, -25.37, -5.76], [-0.20, -24.26, -3.91], [-2.30, -23.46, -6.18], [-2.59, -23.87, -4.48], [0.12, -22.89, -5.31], [0.33, -17.80, -10.62], [0.55, -16.44, -11.22], [1.93, -16.22, -11.20], [2.50, -17.45, -11.23], [3.63, -17.68, -11.60], [1.64, -18.36, -10.78], [0.08, -15.56, -10.32], [-0.39, -18.47, -11.09], [0.12, -17.91, -9.56], [0.03, -16.25, -12.16], [-3.33, -19.47, -9.49], [-3.11, -20.90, -10.12], [-3.74, -21.69, -9.12], [-3.95, -21.04, -7.97], [-4.28, -21.62, -6.91], [-3.68, -19.79, -8.12], [-1.75, -21.11, -10.35], [-4.22, -18.91, -9.78], [-2.40, -18.92, -9.33], [-3.71, -20.91, -11.04], [-7.43, -19.49, -13.10], [-6.28, -19.00, -12.36], [-6.10, -19.86, -11.34], [-7.37, -20.28, -11.03], [-7.76, -20.83, -9.97], [-8.23, -20.10, -12.06], [-6.47, -17.79, -11.85], [-7.05, -20.17, -13.87], [-7.88, -18.62, -13.57], [-5.35, -18.93, -12.92], [-3.98, -15.75, -7.17], [-5.02, -15.87, -8.21], [-5.91, -16.74, -7.56], [-5.30, -17.36, -6.59], [-5.73, -18.19, -5.76], [-4.14, -16.70, -6.26], [-4.44, -16.24, -9.35], [-3.99, -14.77, -6.68], [-2.94, -15.80, -7.50], [-5.50, -14.90, -8.33], [-6.20, -20.65, -3.82], [-5.73, -21.99, -3.33], [-5.23, -21.75, -1.98], [-5.00, -20.47, -1.77], [-4.70, -20.06, -0.73], [-5.55, -19.81, -2.86], [-4.67, -22.42, -4.01], [-7.27, -20.49, -3.69], [-5.94, -20.49, -4.86], [-6.45, -22.80, -3.29], [-6.97, -24.29, -10.11], [-6.94, -25.22, -11.31], [-5.61, -25.63, -11.12], [-4.85, -24.56, -10.68], [-3.62, -24.47, -10.78], [-5.73, -23.70, -10.10], [-7.05, -24.66, -12.55], [-7.11, -24.87, -9.20], [-7.62, -23.43, -10.31], [-7.80, -25.89, -11.35]], "spin_multiplicity": 1, "homo_lumo_gap_ev": 9.72, "homo_energy_ev": -10.01}


Entry 3:
{"formula": "C18H18N4O4", "method": "ωB97M-V/def2-TZVPD", "species": ["C", "C", "O", "C", "N", "N", "C", "C", "C", "C", "N", "C", "O", "C", "C", "C", "C", "C", "C", "C", "C", "C", "N", "O", "C", "O", "H", "H", "H", "H", "H", "H", "H", "H", "H", "H", "H", "H", "H", "H", "H", "H", "H", "H"], "coordinates": [[3.75, -2.00, -6.76], [4.63, -1.70, -5.57], [5.66, -0.86, -6.04], [3.84, -1.00, -4.62], [3.53, 0.31, -4.55], [2.70, 0.72, -3.60], [2.49, -0.43, -3.02], [1.46, -0.52, -1.98], [1.72, 0.56, -0.89], [1.81, -0.65, 0.11], [0.72, -0.47, 1.15], [0.60, 0.56, 2.11], [1.43, 1.50, 2.03], [-0.61, 0.58, 2.94], [-1.74, 1.30, 2.95], [-2.54, 0.95, 4.11], [-3.90, 1.24, 4.49], [-4.70, 0.35, 5.24], [-6.10, 0.58, 5.33], [-6.79, 1.69, 4.85], [-5.99, 2.64, 4.17], [-4.62, 2.37, 3.87], [-1.82, 0.05, 4.77], [-0.59, -0.13, 4.03], [1.51, -1.70, -0.96], [3.14, -1.51, -3.59], [3.50, -1.03, -7.20], [2.93, -2.53, -6.45], [4.27, -2.47, -7.48], [5.02, -2.62, -5.08], [6.41, -0.63, -5.46], [0.43, -0.21, -2.28], [0.87, 1.24, -0.91], [2.65, 1.10, -1.05], [2.75, -0.89, 0.60], [0.15, -1.33, 1.33], [-1.92, 1.86, 2.12], [-4.29, -0.57, 5.70], [-6.65, -0.26, 5.82], [-7.85, 1.90, 4.92], [-6.53, 3.52, 3.73], [-4.16, 3.09, 3.15], [0.53, -2.15, -0.87], [2.31, -2.45, -1.14]], "spin_multiplicity": 1, "homo_lumo_gap_ev": 9.30, "smiles": "C[C@@H](O)c1nnc([C@H]2C[C@H](NC(=O)c3cc(-c4ccccc4)no3)C2)o1", "homo_energy_ev": -9.11}


Entry 4:
{"formula": "C4H12N2O3", "method": "ωB97M-V/def2-TZVPD", "species": ["C", "C", "O", "O", "H", "H", "H", "H", "H", "H", "C", "N", "C", "N", "O", "H", "H", "H", "H", "H", "H"], "coordinates": [[-1.05, 0.93, -1.66], [0.72, -2.30, 0.66], [-1.75, -0.04, -0.87], [-1.79, 2.10, -1.79], [-2.63, -0.13, -1.25], [-1.56, 2.63, -1.01], [-0.87, 0.54, -2.67], [0.42, -2.82, -0.26], [0.04, -2.60, 1.45], [1.73, -2.60, 0.94], [1.25, 0.23, -0.90], [0.84, -0.18, 2.35], [0.28, 1.20, -0.95], [0.04, 0.71, 2.01], [0.21, 2.20, -0.11], [0.39, -0.93, 2.90], [0.35, 1.68, 1.07], [-0.97, 0.51, 1.97], [1.36, -0.39, -1.78], [2.14, 0.44, -0.32], [0.82, -1.18, 0.20]], "spin_multiplicity": 1, "homo_lumo_gap_ev": 7.17, "homo_energy_ev": -8.06}


Entry 5:
{"formula": "C3H12NO2", "method": "ωB97M-V/def2-TZVPD", "species": ["C", "C", "C", "O", "N", "H", "H", "H", "H", "H", "H", "H", "H", "H", "H", "H", "H", "O"], "coordinates": [[1.00, -0.71, 0.38], [-0.30, 0.09, 0.61], [-0.89, -0.22, 1.97], [-2.09, 0.52, 2.11], [1.44, -0.53, -1.05], [1.77, -0.26, 0.99], [0.73, -1.74, 0.55], [-1.00, -0.11, -0.20], [-0.06, 1.15, 0.47], [-0.21, 0.11, 2.75], [-1.14, -1.28, 2.02], [-2.84, -0.07, 2.27], [1.63, 0.45, -1.17], [2.18, -1.17, -1.32], [0.68, -0.77, -1.70], [0.19, 1.80, -3.39], [-1.01, 1.47, -2.66], [-0.07, 1.24, -2.64]], "spin_multiplicity": 1, "homo_lumo_gap_ev": 10.45, "total_charge": 1, "homo_energy_ev": -13.86}


Entry 6:
{"formula": "C57H48N4P3S2Se2Ti", "method": "ωB97M-V/def2-TZVPD", "species": ["Ti", "C", "P", "C", "C", "C", "C", "C", "C", "C", "C", "C", "C", "C", "C", "C", "C", "C", "C", "C", "P", "C", "C", "C", "C", "C", "C", "C", "C", "C", "C", "C", "C", "N", "H", "H", "H", "H", "H", "H", "H", "H", "H", "H", "H", "H", "H", "H", "H", "H", "H", "H", "H", "H", "H", "H", "H", "H", "H", "H", "S", "C", "C", "C", "C", "C", "N", "H", "H", "H", "H", "Se", "P", "Se", "C", "C", "C", "C", "C", "C", "C", "C", "C", "C", "C", "C", "H", "H", "H", "H", "H", "H", "H", "H", "H", "H", "S", "C", "C", "C", "N", "C", "C", "C", "C", "C", "N", "C", "C", "H", "H", "H", "H", "H", "H", "H", "H"], "coordinates": [[0.63, 0.34, -0.59], [-0.36, 2.42, -3.07], [-1.90, 2.53, -1.97], [-2.84, 3.57, -3.14], [-3.59, 2.88, -4.09], [-4.25, 3.56, -5.10], [-4.17, 4.94, -5.17], [-3.42, 5.63, -4.23], [-2.75, 4.95, -3.24], [-1.62, 3.56, -0.52], [-2.66, 4.37, -0.09], [-2.94, 4.86, 1.18], [-2.27, 4.64, 2.40], [-1.01, 4.20, 2.59], [-0.05, 3.92, 1.49], [-0.27, 0.95, -3.33], [-0.55, 0.30, -4.51], [-0.78, -1.05, -4.20], [-0.65, -1.16, -2.84], [-0.92, -2.33, -1.94], [-1.13, -1.66, -0.25], [-2.62, -0.59, -0.33], [-2.83, 0.28, 0.74], [-3.90, 1.16, 0.74], [-4.77, 1.18, -0.33], [-4.56, 0.32, -1.40], [-3.49, -0.56, -1.40], [-1.80, -3.11, 0.64], [-2.57, -2.95, 1.78], [-3.04, -4.05, 2.48], [-2.75, -5.33, 2.04], [-1.97, -5.50, 0.92], [-1.48, -4.41, 0.23], [-0.33, 0.06, -2.29], [-0.54, 2.95, -4.01], [0.51, 2.86, -2.59], [-3.63, 1.80, -4.03], [-4.81, 3.01, -5.85], [-4.69, 5.47, -5.95], [-3.35, 6.71, -4.30], [-2.14, 5.50, -2.53], [-3.38, 4.64, -0.85], [-3.85, 5.44, 1.24], [-2.84, 4.90, 3.29], [-0.65, 4.11, 3.60], [0.83, 3.39, 1.91], [-0.58, 0.75, -5.49], [-1.02, -1.84, -4.89], [-1.80, -2.90, -2.26], [-0.06, -3.02, -1.92], [-2.15, 0.28, 1.59], [-4.03, 1.84, 1.57], [-5.60, 1.87, -0.34], [-5.24, 0.34, -2.24], [-3.33, -1.20, -2.26], [-2.83, -1.96, 2.13], [-3.63, -3.90, 3.38], [-3.13, -6.18, 2.58], [-1.73, -6.50, 0.57], [-0.84, -4.57, -0.63], [2.49, 1.53, -1.52], [1.51, 2.77, -0.70], [1.96, 4.07, -0.70], [1.35, 5.21, -0.10], [0.42, 5.19, 0.86], [-0.65, 2.93, 0.44], [0.38, 2.19, -0.25], [2.88, 4.22, -1.24], [1.71, 6.17, -0.45], [-0.02, 6.11, 1.24], [-1.22, 2.17, 1.01], [2.24, -1.74, -0.47], [2.80, -3.14, -2.09], [2.04, -2.95, -4.06], [2.30, -4.76, -1.37], [1.56, -5.64, -2.14], [1.06, -6.80, -1.59], [1.31, -7.11, -0.26], [2.06, -6.24, 0.51], [2.54, -5.06, -0.03], [4.62, -3.05, -2.14], [5.37, -3.27, -0.99], [6.74, -3.10, -1.01], [7.37, -2.68, -2.17], [6.63, -2.46, -3.32], [5.25, -2.64, -3.30], [1.36, -5.39, -3.17], [0.46, -7.47, -2.19], [0.92, -8.02, 0.17], [2.27, -6.48, 1.54], [3.06, -4.35, 0.60], [4.87, -3.54, -0.07], [7.32, -3.27, -0.11], [8.44, -2.53, -2.18], [7.11, -2.12, -4.22], [4.67, -2.46, -4.20], [3.03, -0.69, 5.46], [2.25, -0.37, 3.90], [1.01, -0.92, 3.58], [0.44, -0.64, 2.37], [1.01, 0.14, 1.42], [2.22, 0.68, 1.75], [2.85, 0.46, 2.95], [2.08, 0.48, 6.45], [0.84, 0.13, 6.96], [0.20, 1.04, 7.78], [0.70, 2.23, 8.10], [1.87, 2.56, 7.57], [2.60, 1.73, 6.73], [0.50, -1.58, 4.27], [-0.52, -1.08, 2.13], [2.70, 1.30, 1.00], [3.81, 0.91, 3.15], [0.40, -0.83, 6.75], [-0.76, 0.81, 8.23], [2.24, 3.54, 7.85], [3.55, 2.04, 6.34]], "spin_multiplicity": 3, "homo_lumo_gap_ev": [5.44, 5.47], "s_squared": 2.0546, "total_charge": -1, "homo_energy_ev": [-3.97, -4.03]}


Entry 7:
{"formula": "C38H32CrNO8S4", "method": "ωB97M-V/def2-TZVPD", "species": ["Cr", "O", "C", "O", "C", "C", "C", "C", "C", "N", "C", "O", "O", "H", "H", "H", "H", "S", "S", "S", "S", "C", "C", "C", "O", "C", "C", "O", "C", "O", "C", "C", "C", "C", "C", "C", "C", "C", "C", "C", "C", "C", "C", "O", "C", "C", "C", "C", "C", "C", "C", "C", "C", "C", "C", "C", "H", "H", "H", "H", "H", "H", "H", "H", "H", "H", "H", "H", "H", "H", "H", "H", "H", "H", "H", "H", "H", "H", "H", "H", "H", "H", "H", "H"], "coordinates": [[-0.08, -0.03, -0.12], [0.18, 4.70, -0.16], [0.06, 3.36, -0.12], [-0.83, 2.82, -0.66], [1.15, 2.69, 0.63], [2.23, 3.43, 1.09], [3.25, 2.80, 1.77], [3.13, 1.46, 2.02], [2.01, 0.79, 1.56], [1.05, 1.38, 0.84], [1.68, -0.64, 1.95], [2.47, -1.27, 2.65], [0.52, -0.96, 1.55], [-0.62, 4.98, -0.63], [2.24, 4.49, 0.87], [4.12, 3.35, 2.11], [3.87, 0.89, 2.56], [-2.12, 0.53, 0.96], [-2.72, -1.19, 1.95], [-3.04, -2.66, 0.52], [-1.26, -3.34, -0.14], [1.74, -2.64, -6.28], [1.66, -2.64, -4.76], [2.14, -3.97, -4.17], [0.33, -2.39, -4.39], [0.35, -1.63, -3.17], [1.69, -0.87, -3.25], [2.43, -1.57, -4.26], [2.46, -0.75, -1.88], [1.61, -0.85, -0.81], [3.18, 0.64, -1.85], [2.47, 1.79, -2.23], [3.07, 3.04, -2.24], [4.39, 3.19, -1.84], [5.07, 2.08, -1.36], [4.47, 0.83, -1.35], [3.49, -1.89, -1.78], [4.62, -1.98, -2.60], [5.55, -2.99, -2.42], [5.38, -3.93, -1.40], [4.26, -3.85, -0.58], [3.32, -2.83, -0.77], [-0.87, -0.69, -3.02], [-0.75, -0.13, -1.75], [-2.24, -1.41, -3.06], [-2.44, -2.73, -3.45], [-3.72, -3.28, -3.44], [-4.81, -2.52, -3.04], [-4.61, -1.21, -2.63], [-3.34, -0.66, -2.64], [-0.90, 0.36, -4.14], [-0.88, 1.71, -3.84], [-0.93, 2.67, -4.85], [-1.02, 2.28, -6.18], [-1.08, 0.92, -6.48], [-1.03, -0.03, -5.47], [1.07, -3.41, -6.68], [2.77, -2.83, -6.60], [1.42, -1.66, -6.64], [1.55, -4.79, -4.59], [2.01, -3.96, -3.09], [3.20, -4.11, -4.40], [0.32, -2.29, -2.30], [1.51, 0.12, -3.64], [1.42, 1.71, -2.50], [2.50, 3.90, -2.56], [4.88, 4.16, -1.87], [6.09, 2.19, -0.98], [5.01, -0.02, -0.94], [4.76, -1.25, -3.39], [6.43, -3.03, -3.05], [6.12, -4.70, -1.25], [4.13, -4.56, 0.22], [2.45, -2.75, -0.13], [-1.59, -3.33, -3.74], [-3.85, -4.32, -3.73], [-5.80, -2.96, -3.01], [-5.45, -0.61, -2.29], [-3.18, 0.35, -2.28], [-0.84, 2.00, -2.80], [-0.90, 3.72, -4.59], [-1.06, 3.02, -6.97], [-1.17, 0.61, -7.52], [-1.08, -1.08, -5.72]], "spin_multiplicity": 2, "homo_lumo_gap_ev": [4.03, 4.04], "s_squared": 1.0922, "total_charge": -2, "homo_energy_ev": [-0.14, -0.15]}


Entry 8:
{"formula": "C8H8S2Si", "method": "ωB97M-V/def2-TZVPD", "species": ["C", "C", "C", "C", "C", "C", "C", "C", "Si", "S", "S", "H", "H", "H", "H", "H", "H", "H", "H"], "coordinates": [[0.86, -0.05, 1.10], [-1.66, -0.87, 1.14], [-0.20, 1.81, -0.96], [1.70, -1.08, 0.58], [-2.82, -0.50, 0.62], [1.11, 2.12, -0.82], [-0.59, -0.10, 0.69], [-0.92, 0.84, -0.22], [1.42, -1.64, -1.11], [2.21, 1.74, 0.45], [-2.72, 0.88, -0.42], [1.01, 0.22, 2.07], [-1.69, -1.62, 1.88], [-0.71, 2.21, -1.82], [2.64, -1.44, 1.12], [-3.67, -1.07, 1.00], [1.55, 2.64, -1.57], [2.27, -2.82, -1.70], [0.20, -1.26, -2.03]], "spin_multiplicity": 1, "homo_lumo_gap_ev": [6.40, 6.40], "homo_energy_ev": [-7.35, -7.35]}